1.
Entry from the OMol25 dataset: C30H45BaBrN2P2 as an isolated structure at a distorted geometry (ωB97M-V/def2-TZVPD).

The total charge is +2. The HOMO-LUMO gap comes out at 5.901 eV.

Each line ends with the Löwdin charge.
Element x y z (Å)
N  -4.675  3.745  -0.866  0.060
C  -3.777  4.651  -0.459  -0.136
C  -2.422  4.578  -0.790  -0.045
C  -1.985  3.503  -1.592  -0.256
C  -2.960  2.595  -2.062  -0.019
C  -4.291  2.737  -1.656  -0.117
C  -0.556  3.331  -1.819  -0.341
Ba  1.262  2.719  -0.035  1.957
P  4.257  1.194  0.161  0.965
C  0.021  2.134  -2.267  -0.293
C  -0.282  0.792  -1.800  -0.340
C  0.333  -0.348  -2.401  -0.065
C  0.094  -1.632  -2.008  -0.146
C  -0.525  -1.925  -0.690  -0.833
C  -1.277  -0.734  -0.168  -0.166
C  -1.071  0.534  -0.637  -0.110
Br  0.903  -2.230  0.604  0.883
H  0.054  4.253  -1.964  0.100
H  0.729  2.184  -3.119  0.133
H  -1.724  5.306  -0.365  0.113
H  -2.688  1.776  -2.720  0.117
H  -4.136  5.471  0.169  0.115
H  -5.041  2.014  -1.994  0.115
H  1.026  -0.133  -3.229  0.134
H  -1.481  1.385  -0.071  0.099
H  0.576  -2.439  -2.553  0.099
H  -1.803  -0.831  0.790  0.100
P  -1.584  -3.471  -0.560  1.014
C  4.026  3.016  0.242  -0.635
C  5.045  4.173  0.259  -0.111
H  3.370  3.162  1.135  -0.004
H  3.525  3.186  -0.743  -0.003
H  4.473  5.115  0.205  0.085
H  5.615  4.232  1.194  0.088
H  5.684  4.151  -0.629  0.089
C  3.334  0.050  -0.996  -0.464
C  4.259  -1.091  -1.443  -0.142
H  2.952  0.612  -1.858  0.058
H  2.475  -0.418  -0.486  -0.018
H  3.974  -1.459  -2.432  0.076
H  5.306  -0.773  -1.509  0.072
H  4.209  -1.960  -0.777  0.071
C  3.743  0.329  1.712  -0.436
C  4.905  -0.514  2.249  -0.151
H  2.885  -0.341  1.536  0.013
H  3.419  1.084  2.445  0.075
H  4.618  -0.983  3.196  0.079
H  5.190  -1.314  1.558  0.070
H  5.795  0.099  2.425  0.076
C  -1.986  -3.601  1.209  -0.336
C  -1.264  -4.678  1.996  -0.132
H  -3.058  -3.796  1.250  0.082
H  -1.843  -2.616  1.663  0.076
H  -1.526  -5.664  1.610  0.082
H  -0.183  -4.559  1.963  0.042
H  -1.569  -4.638  3.045  0.092
C  -0.563  -4.725  -1.363  -0.317
C  -0.758  -4.903  -2.870  -0.109
H  -0.792  -5.655  -0.826  0.101
H  0.478  -4.468  -1.129  0.076
H  -1.765  -5.259  -3.095  0.078
H  -0.594  -3.979  -3.430  0.068
H  -0.048  -5.644  -3.250  0.095
C  -3.069  -3.075  -1.513  -0.297
C  -4.207  -2.479  -0.693  -0.113
H  -3.372  -4.002  -2.033  0.104
H  -2.722  -2.352  -2.263  0.106
H  -3.965  -1.477  -0.329  0.074
H  -5.085  -2.405  -1.333  0.091
H  -4.476  -3.101  0.163  0.067
C  -1.701  1.745  4.522  -0.026
C  -2.087  2.883  3.799  -0.024
C  -1.517  3.086  2.546  -0.117
N  -0.528  2.289  2.061  -0.129
C  -0.185  1.170  2.753  -0.166
C  -0.732  0.877  4.003  -0.037
H  -2.155  1.534  5.484  0.121
H  -2.817  3.608  4.173  0.127
H  -1.856  3.900  1.899  0.102
H  0.540  0.487  2.281  0.078
H  -0.377  -0.019  4.523  0.121

2.
Entry from the OMol25 dataset: C30H45BaBrN4OP2 as an isolated structure at a distorted geometry (ωB97M-V/def2-TZVPD).

The total charge is +2. The HOMO-LUMO gap comes out at 7.347 eV.

Each line ends with the Löwdin charge.
Element x y z (Å)
C  0.767  -3.605  -2.433  -0.013
C  0.658  -2.391  -3.147  -0.230
C  -0.367  -2.285  -4.106  -0.010
C  -1.275  -3.342  -4.250  -0.117
N  -1.192  -4.458  -3.525  0.076
C  -0.186  -4.605  -2.662  -0.129
C  1.515  -1.251  -2.898  0.046
C  2.277  -0.315  -2.642  -0.015
C  3.330  0.626  -2.290  -0.261
C  3.102  1.656  -1.332  -0.218
C  4.181  2.272  -0.694  -0.137
C  5.460  2.108  -1.234  -0.666
C  5.672  1.282  -2.341  -0.076
C  4.631  0.490  -2.817  0.008
Ba  1.695  -0.076  0.674  1.816
P  -1.997  -1.208  0.303  0.882
H  -0.496  -1.378  -4.686  0.120
H  1.535  -3.752  -1.680  0.112
H  -2.089  -3.283  -4.976  0.122
H  -0.137  -5.559  -2.134  0.119
H  4.801  -0.254  -3.596  0.137
H  2.073  2.017  -1.157  0.034
H  6.646  1.251  -2.824  0.122
H  4.045  2.919  0.168  0.106
C  -3.296  -0.700  1.526  -0.434
C  -4.753  -1.093  1.304  -0.141
H  -3.220  0.399  1.564  0.049
H  -2.953  -1.080  2.499  0.069
H  -5.363  -0.639  2.095  0.083
H  -5.155  -0.738  0.349  0.071
H  -4.922  -2.174  1.367  0.059
C  -3.005  -1.316  -1.261  -0.412
C  -3.819  -2.571  -1.570  -0.141
H  -2.273  -1.155  -2.069  0.050
H  -3.671  -0.439  -1.256  0.061
H  -4.343  -2.422  -2.525  0.086
H  -3.191  -3.464  -1.694  0.062
H  -4.594  -2.782  -0.821  0.057
C  -1.722  -2.991  0.717  -0.430
C  -2.857  -3.806  1.329  -0.143
H  -0.866  -2.980  1.414  0.054
H  -1.368  -3.469  -0.207  0.054
H  -2.486  -4.816  1.549  0.082
H  -3.224  -3.384  2.270  0.068
H  -3.711  -3.935  0.654  0.057
Br  6.880  3.124  -0.497  0.811
P  -0.853  2.379  -0.821  0.889
C  -2.643  2.537  -1.203  -0.421
C  -3.258  3.929  -1.174  -0.138
H  -3.150  1.898  -0.460  0.050
H  -2.818  2.067  -2.181  0.079
H  -4.344  3.841  -1.290  0.085
H  -3.072  4.449  -0.230  0.066
H  -2.903  4.566  -1.992  0.067
C  -0.444  3.863  0.196  -0.442
C  -0.153  5.191  -0.488  -0.143
H  0.440  3.574  0.790  0.048
H  -1.266  3.990  0.914  0.072
H  0.162  5.921  0.269  0.082
H  0.656  5.129  -1.221  0.069
H  -1.031  5.618  -0.985  0.067
C  0.009  2.677  -2.431  -0.432
C  -0.690  3.552  -3.459  -0.135
H  0.186  1.676  -2.857  0.059
H  1.006  3.089  -2.219  0.054
H  -0.101  3.558  -4.385  0.085
H  -1.688  3.182  -3.710  0.069
H  -0.780  4.595  -3.135  0.066
C  3.449  -2.357  4.702  0.022
N  2.353  -1.385  4.693  -0.032
C  1.881  -0.766  5.818  0.039
C  0.878  0.163  5.700  0.032
C  0.405  0.462  4.410  -0.346
N  0.947  -0.091  3.301  0.014
C  1.902  -1.039  3.468  -0.565
O  2.448  -1.584  2.438  -0.313
N  -0.605  1.318  4.157  0.195
H  3.123  -3.306  4.256  0.115
H  3.779  -2.527  5.727  0.105
H  4.288  -1.984  4.099  0.111
H  2.356  -1.064  6.751  0.154
H  0.456  0.667  6.561  0.130
H  -1.054  1.864  4.876  0.131
H  -0.918  1.434  3.199  0.112

3.
Entry from the OMol25 dataset: C30H45BrO2P2Pm as an isolated structure at a distorted geometry (ωB97M-V/def2-TZVPD).

The total charge is +1. The HOMO-LUMO gap (spin up / spin down) comes out at 4.790 / 5.224 eV. Its spin multiplicity is 5.

Each line ends with the Löwdin spin population.
Element x y z (Å)
Pm  1.790  -0.284  -0.930  4.526
C  -0.494  -0.664  0.956  -0.007
C  -0.194  -1.826  0.169  -0.004
C  1.269  -1.751  1.963  -0.004
C  0.388  -0.649  2.073  -0.001
C  0.919  -2.484  0.793  -0.005
C  -1.703  0.181  0.825  0.000
H  -2.226  0.004  -0.124  0.000
H  -1.402  1.241  0.846  0.000
H  -2.424  0.028  1.653  0.000
C  0.304  0.228  3.260  0.000
H  -0.493  0.970  3.139  0.000
H  1.246  0.771  3.401  0.000
H  0.111  -0.346  4.183  0.000
C  2.289  -2.107  2.963  -0.001
H  1.921  -1.949  3.987  0.000
H  3.186  -1.481  2.847  0.000
H  2.600  -3.154  2.878  0.000
C  1.437  -3.822  0.408  0.001
H  1.611  -4.456  1.289  0.000
H  2.389  -3.766  -0.137  0.000
H  0.721  -4.350  -0.232  0.000
C  -1.082  -2.394  -0.884  0.003
H  -1.068  -3.498  -0.857  0.000
H  -0.811  -2.097  -1.913  0.002
H  -2.126  -2.074  -0.721  0.000
C  -1.536  3.105  -2.550  0.000
C  -2.403  2.166  -2.156  0.000
C  -2.588  0.835  -2.807  -0.002
C  -2.556  0.758  -4.353  -0.009
C  -1.158  0.417  -4.915  -0.019
C  -0.089  0.140  -3.818  -0.090
C  0.235  1.304  -2.797  0.000
C  -0.257  2.735  -3.207  -0.001
H  -3.584  0.494  -2.506  0.000
H  -3.052  1.610  -4.840  -0.001
H  -1.850  0.118  -2.420  0.000
H  -0.313  2.712  -4.302  0.000
H  -1.610  4.155  -2.241  0.000
H  -3.161  2.414  -1.405  0.000
H  0.535  3.469  -2.949  0.000
H  -0.175  1.095  -1.783  0.000
H  -0.386  -0.808  -3.305  0.002
H  1.335  1.442  -2.742  -0.001
H  -3.200  -0.100  -4.606  0.000
H  -1.244  -0.542  -5.481  -0.002
P  -0.354  1.482  -6.118  -0.001
C  -0.530  3.297  -6.353  0.000
C  -1.211  0.871  -7.610  0.000
P  1.601  -0.267  -4.560  -0.235
C  1.390  1.131  -5.816  -0.006
C  1.509  -1.592  -5.807  -0.029
C  3.362  -0.169  -4.029  -0.080
H  0.402  3.786  -6.025  0.000
H  -1.390  3.732  -5.817  0.000
H  -0.652  3.447  -7.442  0.000
H  -0.867  1.458  -8.470  0.000
H  -2.298  1.017  -7.500  0.000
H  -1.029  -0.192  -7.788  0.000
H  3.993  0.101  -4.901  -0.017
H  3.736  -1.146  -3.657  0.003
H  3.555  0.607  -3.256  0.001
H  1.884  2.050  -5.457  -0.001
H  1.776  0.887  -6.822  -0.001
H  2.091  -2.472  -5.519  -0.002
H  1.917  -1.239  -6.764  -0.007
H  0.471  -1.892  -5.972  0.000
Br  0.109  3.230  0.969  0.000
C  1.671  3.146  2.114  0.000
C  1.591  3.756  3.372  0.000
C  2.644  3.592  4.291  0.000
C  3.750  2.798  3.965  0.000
C  3.771  2.115  2.767  0.000
C  2.793  2.342  1.812  0.000
C  2.818  1.494  0.602  0.002
O  2.343  1.867  -0.528  -0.004
O  3.208  0.246  0.709  -0.009
H  0.729  4.361  3.631  0.000
H  2.597  4.081  5.259  0.000
H  4.579  2.679  4.667  0.000
H  4.548  1.367  2.538  0.000